Computed, not measured: a structure of composition C19H18Cl2N4O6S2V, with ωB97M-V with the def2-TZVPD basis set.

LUMO energy (alpha / beta)   2.70 / 2.70 eV
⟨S²⟩   2.02
Charge   -1
Molecular weight   584.36 g/mol
Frontier orbital gap (alpha / beta)   7.684 / 7.734 eV
Multiplicity   3

Last column: Löwdin charge in e.
Atoms and positions in Å:
V1 -0.061 0.983 0.327  0.5999
Cl1 -1.495 1.181 2.837  0.7588
C1 -2.766 0.016 2.628  -0.6507
C2 -3.374 -0.483 3.762  -0.1236
C3 -4.394 -1.414 3.633  -0.1042
C4 -4.781 -1.819 2.370  -0.1353
C5 -4.152 -1.302 1.250  -0.6801
Cl2 -4.703 -1.860 -0.301  0.6417
C6 -3.110 -0.364 1.324  -0.7094
S1 -2.369 0.293 -0.113  0.6357
H1 -3.045 -0.143 4.734  0.0984
H2 -4.880 -1.819 4.510  0.0967
H3 -5.573 -2.544 2.238  0.0949
O1 3.974 0.854 0.516  0.0450
C7 2.803 1.209 0.542  -0.5684
O2 1.881 0.855 -0.277  -0.1210
C8 2.257 2.079 1.711  -0.5514
O3 2.975 2.677 2.479  0.0842
O4 0.953 2.014 1.780  -0.2541
C9 -1.136 4.640 -1.751  0.0015
C10 -0.722 3.253 -1.383  -0.2617
N1 -0.473 2.944 -0.158  -0.1047
O5 -0.580 3.968 0.768  -0.0279
C11 -0.572 2.171 -2.322  -0.2868
C12 -0.697 2.254 -3.806  -0.0323
N2 -0.235 1.023 -1.762  -0.2717
O6 -0.028 0.005 -2.467  -0.1067
H4 -2.038 4.903 -1.196  0.0926
H5 -1.329 4.735 -2.814  0.0640
H6 -0.363 5.348 -1.452  0.0917
H7 -0.074 3.591 1.514  0.0745
H8 -0.768 3.280 -4.158  0.0585
H9 -1.572 1.698 -4.156  0.0856
H10 0.172 1.777 -4.263  0.0788
N3 2.286 -0.685 2.605  0.1346
C13 1.867 -1.353 1.516  -0.7973
S2 0.201 -1.508 1.185  0.7136
N4 2.826 -1.852 0.726  0.0762
C14 2.551 -2.630 -0.448  -0.2652
C15 2.769 -3.999 -0.399  -0.0343
C16 2.505 -4.774 -1.519  -0.0999
C17 2.016 -4.175 -2.673  -0.0975
C18 1.798 -2.805 -2.707  -0.0609
C19 2.071 -2.022 -1.596  -0.0188
H11 1.586 -0.135 3.079  0.0947
H12 3.239 -0.348 2.645  0.1180
H13 3.710 -1.353 0.742  0.1401
H14 3.130 -4.446 0.518  0.1083
H15 2.668 -5.844 -1.486  0.0933
H16 1.795 -4.782 -3.542  0.0943
H17 1.388 -2.332 -3.590  0.1052
H18 1.870 -0.960 -1.604  0.0831

---

Computed, not measured: a structure of composition C19H18IrN2O4S in a non-equilibrium geometry, with ωB97M-V with the def2-TZVPD basis set.

LUMO energy   2.72 eV
Charge   -1
Molecular weight   562.65 g/mol
Frontier orbital gap   6.525 eV
Multiplicity   1

Last column: Löwdin charge in e.
Atoms and positions in Å:
Ir1 -0.438 0.004 0.746  1.0970
C1 -1.998 -1.560 0.576  -0.1529
C2 -0.994 -2.575 0.379  -0.3879
C3 -0.381 -3.229 1.472  -0.0808
C4 0.608 -4.172 1.282  -0.1124
C5 1.012 -4.527 0.000  -0.1248
C6 0.396 -3.925 -1.093  -0.1189
C7 -0.591 -2.981 -0.913  -0.1266
H1 -2.501 -1.550 1.539  0.0635
H2 -2.629 -1.301 -0.267  0.0446
H3 -0.693 -2.959 2.475  0.1042
H4 1.076 -4.642 2.139  0.0919
H5 1.800 -5.256 -0.145  0.0831
H6 0.702 -4.195 -2.096  0.0942
H7 -1.061 -2.509 -1.766  0.0985
O1 -0.787 0.248 3.153  -0.1024
C8 0.429 0.004 3.272  -0.5697
O2 1.176 -0.365 2.334  -0.1275
H8 0.888 0.107 4.274  0.1260
S1 0.884 -0.139 -1.307  0.6173
C9 2.529 0.084 -0.748  -0.6623
C10 2.864 1.033 0.222  -0.1313
C11 4.188 1.224 0.578  -0.0994
C12 5.198 0.486 -0.025  -0.1253
C13 4.870 -0.463 -0.984  -0.1171
C14 3.547 -0.666 -1.342  -0.1357
H9 2.079 1.608 0.693  0.0702
H10 4.437 1.961 1.334  0.0956
H11 6.233 0.644 0.255  0.0855
H12 5.650 -1.050 -1.456  0.0901
H13 3.278 -1.411 -2.081  0.0899
C15 -4.627 3.092 -2.056  -0.0393
N1 -3.462 2.966 -1.205  -0.0643
C16 -2.831 4.050 -0.682  -0.0759
C17 -1.717 3.934 0.063  0.0043
C18 -1.203 2.605 0.293  -0.5238
O3 -0.156 2.375 0.925  -0.0845
N2 -1.885 1.541 -0.203  0.0899
C19 -2.997 1.645 -0.953  -0.5023
O4 -3.635 0.717 -1.430  0.0341
H14 -4.807 4.143 -2.273  0.0805
H15 -5.506 2.663 -1.572  0.0911
H16 -4.462 2.545 -2.983  0.0909
H17 -3.277 5.011 -0.905  0.1188
H18 -1.209 4.787 0.483  0.1041

---

Computed, not measured: an isolated molecule of C19H18N2O2 in a non-equilibrium geometry, with ωB97M-V with the def2-TZVPD basis set.

LUMO energy   0.64 eV
Molecular weight   306.36 g/mol
Frontier orbital gap   8.169 eV
Multiplicity   1

Last column: Löwdin charge in e.
Atoms and positions in Å:
C1 -5.001 0.483 -2.728  -0.0658
C2 -3.592 0.825 -3.073  -0.2118
O1 -2.716 0.671 -1.910  -0.0052
C3 -1.438 0.783 -2.286  -0.4237
C4 -0.322 -0.012 -1.450  -0.0923
C5 0.809 0.193 -2.312  -0.2168
N1 1.823 0.336 -2.871  0.2082
O2 -1.160 1.506 -3.231  0.1017
H1 -5.601 0.787 -3.580  0.0829
H2 -5.183 -0.572 -2.554  0.0781
H3 -5.302 1.046 -1.851  0.0829
H4 -3.162 0.236 -3.875  0.1286
H5 -3.546 1.873 -3.364  0.1241
H6 -0.715 -1.038 -1.437  0.1616
C6 2.932 -1.627 2.561  -0.0448
N2 1.985 -0.960 1.707  -0.0672
C7 2.436 0.154 1.012  -0.1354
C8 3.811 0.524 1.077  -0.0208
C9 4.273 1.651 0.415  -0.0809
C10 3.356 2.480 -0.230  -0.0823
C11 2.002 2.116 -0.329  -0.0386
C12 1.530 0.942 0.272  -0.1137
C13 0.079 0.514 0.026  -0.1342
C14 -0.292 -0.523 1.036  -0.1292
C15 0.629 -1.269 1.795  -0.1162
C16 0.110 -2.232 2.708  -0.0157
C17 -1.257 -2.456 2.804  -0.0856
C18 -2.144 -1.673 2.061  -0.0836
C19 -1.663 -0.755 1.128  -0.0297
H7 2.410 -2.401 3.110  0.0618
H8 3.750 -2.078 1.986  0.1033
H9 3.345 -0.914 3.280  0.1028
H10 4.504 -0.063 1.664  0.0892
H11 5.325 1.907 0.459  0.1040
H12 3.697 3.385 -0.729  0.1006
H13 1.292 2.727 -0.886  0.1219
H14 -0.584 1.360 0.026  0.1392
H15 0.737 -2.785 3.393  0.0892
H16 -1.625 -3.178 3.521  0.1022
H17 -3.216 -1.797 2.177  0.0982
H18 -2.313 -0.167 0.479  0.1132

---

Computed, not measured: an isolated molecule of C19H18N4O3 in a non-equilibrium geometry, with ωB97M-V with the def2-TZVPD basis set.

LUMO energy   0.50 eV
Molecular weight   350.38 g/mol
Frontier orbital gap   8.258 eV
Multiplicity   1

Last column: Löwdin charge in e.
Atoms and positions in Å:
N1 2.407 -3.829 3.484  0.1520
O1 -1.267 3.870 4.379  0.1283
C1 1.917 -3.641 2.448  -0.2200
N2 -0.734 1.286 1.036  0.2015
O2 -3.861 2.464 2.452  -0.0038
O3 2.181 -1.421 0.393  -0.0888
C2 -1.790 3.382 3.439  -0.4203
C3 -1.587 1.953 1.791  -0.3014
C4 -1.208 0.197 0.370  -0.3145
C5 -2.544 -0.154 0.224  -0.0076
C6 2.057 -0.411 -4.974  -0.0483
C7 0.744 0.037 -4.533  -0.1057
C8 2.977 -0.744 -3.944  -0.0911
C9 -3.375 0.596 1.065  0.0088
C10 0.462 0.047 -3.250  -0.0803
C11 2.750 -0.511 -2.588  -0.0220
C12 -2.974 1.695 1.783  -0.2114
C13 1.416 -0.194 -2.202  -0.1570
N3 -0.964 2.914 2.418  0.1764
N4 -0.297 -0.453 -0.426  -0.0382
C14 -3.296 3.484 3.278  -0.0293
C15 2.087 0.019 0.170  -0.1201
C16 1.170 -3.473 1.246  -0.1306
C17 -0.117 -1.920 -0.195  -0.0723
C18 0.969 0.267 -0.853  -0.2095
C19 0.971 -2.041 0.864  -0.3242
H1 -2.889 -0.850 -0.535  0.1195
H2 2.152 -0.481 -6.044  0.0876
H3 -0.060 0.268 -5.219  0.1014
H4 3.921 -1.224 -4.336  0.1152
H5 -4.435 0.330 0.879  0.1331
H6 -0.575 0.347 -2.927  0.1346
H7 3.492 -0.707 -1.833  0.1019
H8 0.064 2.878 2.536  0.1900
H9 -3.498 4.396 2.824  0.1245
H10 -3.643 3.348 4.278  0.1365
H11 1.874 0.551 1.121  0.1238
H12 2.986 0.446 -0.165  0.0999
H13 0.245 -4.005 1.362  0.1273
H14 1.743 -3.937 0.420  0.1530
H15 0.127 -2.267 -1.152  0.1117
H16 -1.014 -2.492 0.135  0.1408
H17 0.782 1.359 -0.913  0.1612
H18 0.632 -1.381 1.696  0.1671

---

Computed, not measured: a structure of composition C19H18N5O7STeTl in a non-equilibrium geometry, with ωB97M-V with the def2-TZVPD basis set.

LUMO energy   -1.72 eV
Molecular weight   792.43 g/mol
Frontier orbital gap   6.536 eV
Multiplicity   1

Last column: Löwdin charge in e.
Atoms and positions in Å:
Tl1 0.154 -0.890 2.011  1.0335
O1 5.433 2.651 1.101  0.0916
C1 4.368 1.831 1.204  -0.2746
C2 3.673 1.362 0.090  0.0786
C3 2.603 0.516 0.291  -0.1627
N1 2.226 0.160 1.516  0.0621
C4 2.866 0.620 2.583  -0.1781
C5 3.959 1.455 2.480  0.0853
C6 2.320 0.175 3.937  -0.5815
O2 2.948 0.470 4.932  0.0898
O3 1.210 -0.496 3.921  -0.1372
C7 1.800 -0.073 -0.871  -0.6142
O4 1.968 0.377 -1.991  0.0572
O5 1.025 -1.010 -0.481  -0.2753
H1 5.624 2.830 0.173  0.1174
H2 3.941 1.636 -0.923  0.1325
H3 4.470 1.796 3.368  0.1378
N2 -2.317 0.807 -5.458  0.1075
C8 -2.463 0.417 -4.146  -0.3129
C9 -3.530 0.899 -3.377  -0.0252
C10 -3.691 0.487 -2.072  -0.0672
C11 -2.796 -0.424 -1.520  -0.3016
C12 -1.737 -0.915 -2.273  -0.0516
C13 -1.571 -0.496 -3.576  -0.0117
S1 -3.018 -0.891 0.153  0.6082
O6 -2.598 -2.285 0.330  -0.5133
O7 -4.367 -0.599 0.530  -0.2704
N3 -1.935 -0.102 1.049  -0.1611
C14 -1.576 1.191 0.907  -0.4707
N4 -2.273 2.092 0.206  0.1608
C15 -1.771 3.316 0.162  -0.0990
C16 -0.601 3.696 0.809  -0.0396
C17 0.048 2.704 1.516  -0.0945
N5 -0.426 1.466 1.558  0.0627
H4 -2.814 1.625 -5.762  0.0912
H5 -1.423 0.659 -5.893  0.0936
H6 -4.225 1.605 -3.814  0.1105
H7 -4.504 0.859 -1.464  0.1121
H8 -1.023 -1.599 -1.840  0.0590
H9 -0.734 -0.863 -4.156  0.1181
H10 -2.340 4.033 -0.421  0.1161
H11 -0.221 4.704 0.763  0.1021
H12 0.970 2.887 2.056  0.1238
C18 -1.191 -4.612 1.742  -0.3591
Te1 -0.209 -3.240 0.444  1.5608
C19 1.714 -3.983 1.031  -0.3822
H13 -0.887 -4.457 2.774  0.0182
H14 -0.936 -5.623 1.429  0.0155
H15 -2.258 -4.442 1.631  0.0059
H16 1.866 -4.952 0.557  0.0102
H17 1.778 -4.086 2.112  0.0150
H18 2.469 -3.286 0.674  0.0067